1.
Entry from OMol25: C6H10N2O in the gas phase at a distorted geometry (the ωB97M-V functional and the def2-TZVPD basis).

Positions of all 19 atoms, in Å:
C -0.876 -1.307 -0.803
C -2.127 0.448 0.354
N -0.835 -0.076 -0.037
C 0.246 -0.036 1.054
C 0.601 1.305 0.360
C 1.725 1.192 -0.605
C 2.600 0.195 -0.660
N 0.622 -0.872 1.884
O 0.225 2.375 0.800
H 0.085 -1.733 1.949
H 1.846 2.078 -1.220
H -1.408 -1.127 -1.741
H 0.137 -1.629 -1.028
H -2.759 0.578 -0.527
H -2.639 -0.229 1.050
H -1.980 1.415 0.831
H -1.400 -2.112 -0.275
H 2.495 -0.690 -0.052
H 3.443 0.227 -1.334

Results
net charge: 0
orbital gap: 9.83 eV
LUMO: 0.679 eV
structure (SMILES): [H]/N=C(/C(=O)C=C)N(C)C
E_HOMO: -9.2 eV

---

2.
Entry from OMol25: 2 unconnected molecules or ions with the total composition C6H10N2O (the ωB97M-V functional and the def2-TZVPD basis).

Positions of all 19 atoms, in Å:
C 0.718 0.338 0.027
C 1.095 0.833 1.426
C -0.152 -1.030 -2.679
C -0.299 -0.790 0.157
N 1.911 -0.191 -0.617
C -1.719 -0.469 0.333
C -2.273 0.737 0.349
N 0.007 -2.014 0.139
O -1.070 -0.393 -2.812
H 0.267 1.173 -0.539
H 1.693 -0.533 -1.550
H 2.620 0.528 -0.694
H 0.998 -2.184 0.005
H -2.335 -1.355 0.427
H 0.220 1.199 1.959
H 1.829 1.636 1.351
H 1.537 0.012 1.990
H -3.338 0.855 0.470
H -1.709 1.650 0.256

Results
net charge: 0
orbital gap: 10.44 eV
LUMO: 0.748 eV
E_HOMO: -9.7 eV

---

3.
Entry from OMol25: C6H10N2O in the gas phase at a distorted geometry (the ωB97M-V functional and the def2-TZVPD basis).

Positions of all 19 atoms, in Å:
C -2.802 -0.001 -0.060
C -0.425 -0.659 -0.213
C 1.540 -1.912 0.037
C 0.073 0.695 0.078
C 1.078 1.661 -0.601
C 1.294 1.065 0.693
H -2.277 1.095 -0.502
H -2.999 0.061 1.141
H -3.851 -0.346 -0.444
H -0.358 -2.558 -0.121
H 2.105 -3.015 0.030
H -0.593 1.382 0.596
H 0.910 2.517 -1.076
H 1.802 1.276 -1.414
H 1.384 1.828 1.462
H 2.375 0.677 0.689
N -1.743 -1.000 -0.077
N 0.220 -1.837 0.006
O 2.268 -0.930 -0.223

Results
net charge: 0
orbital gap: 9.39 eV
LUMO: 0.638 eV
structure (SMILES): C/N=C(/NC=O)C1CC1
E_HOMO: -8.8 eV

---

4.
Entry from OMol25: a molecular structure, C6H10N2O at a distorted geometry (the ωB97M-V functional and the def2-TZVPD basis).

Positions of all 19 atoms, in Å:
C -2.614 0.723 0.123
C -1.338 0.158 -0.368
C 0.795 -0.577 -0.130
C 0.541 -0.916 1.434
C 2.107 0.019 -0.330
C 0.147 0.601 -0.651
H -3.275 -0.356 0.385
H -3.184 1.196 -0.943
H -2.365 1.220 1.086
H -0.516 -1.742 1.164
H 0.290 0.336 1.945
H 1.784 -1.347 2.009
H 2.951 0.005 0.406
H 2.295 -0.465 -1.524
H 1.731 2.191 -0.844
H 0.222 0.361 -1.784
N -1.262 -1.155 -0.605
N 1.475 1.364 -0.238
O 0.214 -1.616 -1.135

Results
net charge: 0
orbital gap: 9.94 eV
LUMO: 0.658 eV
E_HOMO: -9.3 eV

---

5.
Entry from OMol25: a molecular structure, C6H10N2O at a distorted geometry (the ωB97M-V functional and the def2-TZVPD basis).

Positions of all 19 atoms, in Å:
C 1.874 -0.599 1.478
C 1.422 -0.217 0.020
C 0.075 -0.232 -0.324
C -0.795 -0.613 1.022
C -2.193 -0.016 0.497
C -0.942 0.377 -1.184
H 2.225 0.131 2.315
H 1.251 -1.670 1.773
H 2.855 -1.234 1.080
H 2.151 -0.162 -0.915
H -0.387 0.316 1.994
H -0.902 -1.704 1.246
H -2.634 0.598 1.364
H -3.288 -0.459 0.320
H -1.021 1.157 -2.968
H 1.774 1.611 -2.254
N -2.171 0.660 -0.740
N -0.359 1.261 -2.187
O 1.064 0.797 -2.536

Results
net charge: 0
orbital gap: 8.42 eV
LUMO: 0.238 eV
E_HOMO: -8.2 eV

---

6.
Entry from OMol25: C6H10N2O2P2 in the gas phase at a distorted geometry (the ωB97M-V functional and the def2-TZVPD basis).

Positions of all 22 atoms, in Å:
C 0.740 0.161 -1.117
C 0.457 1.136 -0.229
C -0.507 -0.669 0.523
C 1.384 -0.026 -2.486
C 0.931 2.568 -0.345
C -1.298 -1.548 1.440
N 0.168 -0.953 -0.660
N -0.260 0.645 0.871
O 1.312 -1.197 -2.873
O 1.930 1.002 -2.866
P 0.522 -2.534 -1.470
P -0.824 1.626 2.238
H 1.587 2.942 0.507
H 1.591 2.534 -1.173
H 0.054 3.351 -0.335
H -1.089 -1.214 2.440
H -2.384 -1.603 1.139
H -0.984 -2.603 1.418
H -0.582 -2.467 -2.269
H -0.146 -2.980 -0.313
H -0.467 0.884 3.481
H -2.135 0.945 2.080

Results
net charge: 0
orbital gap: 8.25 eV
LUMO: -0.134 eV
E_HOMO: -8.4 eV

---

7.
Entry from OMol25: 2 unconnected molecules or ions with the total composition C6H10N2O4 at a distorted geometry (the ωB97M-V functional and the def2-TZVPD basis).

Positions of all 22 atoms, in Å:
C -0.688 -1.345 -0.306
C -0.166 -1.130 1.226
C 0.626 0.176 1.213
C -0.187 1.144 0.576
C -0.020 1.063 -0.944
C 0.100 -0.456 -1.283
H -0.649 -2.809 -1.579
H -1.664 -0.856 -0.408
H 0.473 -1.945 1.523
H -0.995 -1.107 1.889
H 1.644 -0.007 0.800
H -1.310 1.138 0.813
H 0.827 1.715 -1.328
H -1.173 2.392 -1.770
H 1.196 -0.723 -1.164
H -1.040 -0.047 -2.766
N 2.245 1.190 3.531
N 2.551 2.106 2.999
O -0.630 -2.699 -0.601
O 0.484 1.531 1.726
O -1.247 1.452 -1.552
O -0.376 -0.781 -2.593

Results
net charge: 0
orbital gap: 10.18 eV
LUMO: 0.454 eV
structure (SMILES): O[C@@H]1[C@H](O)[C@@H](O)C[C@@H]2O[C@@H]12.N#N
E_HOMO: -9.7 eV

---

8.
Entry from OMol25: C6H10N2O5 in the gas phase at a distorted geometry (the ωB97M-V functional and the def2-TZVPD basis).

Positions of all 23 atoms, in Å:
C -2.898 0.178 -0.103
C -1.490 -0.313 0.179
C 0.890 0.429 0.343
C 1.545 1.780 0.087
C 1.660 -0.647 -0.517
C 2.695 -1.360 0.304
H -3.566 -1.509 0.861
H -4.113 -1.404 -0.703
H -3.106 1.125 0.421
H -2.824 0.479 -1.192
H -0.983 1.535 -0.127
H 0.985 0.145 1.352
H 2.152 -0.132 -1.349
H 0.906 -1.305 -0.885
H 3.004 -2.398 -1.229
H 1.230 3.588 0.671
N -3.872 -0.837 0.118
N -0.540 0.607 -0.068
O -1.274 -1.440 0.632
O 2.530 2.089 -0.617
O 2.933 -0.988 1.423
O 3.345 -2.335 -0.343
O 0.794 2.713 0.743

Results
net charge: 0
orbital gap: 9.92 eV
LUMO: 0.355 eV
structure (SMILES): NCC(=O)N[C@@H](CC(=O)O)C(=O)O
E_HOMO: -9.6 eV

---

9.
Entry from OMol25: 2 unconnected molecules or ions with the total composition C6H10N2OS at a distorted geometry (the ωB97M-V functional and the def2-TZVPD basis).

Positions of all 20 atoms, in Å:
C -2.488 0.759 -0.747
C -2.514 -0.581 -0.994
C -1.475 1.073 0.157
C -1.454 -1.124 -0.241
C 1.654 0.900 -0.151
C 2.169 -0.595 1.698
N -0.909 -0.143 0.437
N 1.901 -0.452 0.376
O 1.111 -0.782 -1.977
S 1.374 -1.644 -0.805
H -3.205 1.586 -1.110
H -3.212 -1.144 -1.604
H -1.159 1.814 0.862
H 0.708 0.940 -0.828
H 1.581 1.753 0.657
H 2.597 1.215 -0.738
H -1.290 -2.112 -0.171
H 2.150 0.303 2.274
H 2.589 -1.499 1.857
H -0.128 -0.268 1.049

Results
net charge: 0
orbital gap (spin up / spin down): 6.67 / 7.62 eV
LUMO (spin up / spin down): -0.681 / -0.174 eV
E_HOMO (spin up / spin down): -7.3 / -7.8 eV

---

10.
Entry from OMol25: 2 unconnected molecules or ions with the total composition C6H10N2S2 at a distorted geometry (the ωB97M-V functional and the def2-TZVPD basis).

Positions of all 20 atoms, in Å:
C 0.845 2.154 -0.257
C 0.153 1.412 -1.175
C 1.420 1.982 1.071
C -1.984 -0.554 -1.660
C 1.580 -1.755 -0.089
C -0.825 -0.728 -0.791
N 1.088 3.381 -0.760
N 0.663 3.645 -1.973
S -0.185 2.339 -2.567
S 0.268 -1.951 -1.347
H 2.298 2.609 1.187
H 0.786 2.457 1.919
H 1.518 0.820 1.333
H -1.743 0.112 -2.531
H -2.448 -1.439 -1.998
H -2.816 0.089 -1.252
H 1.786 -0.765 -0.018
H 2.339 -2.273 -0.525
H 1.214 -2.127 0.934
H -0.811 -0.675 0.188

Results
net charge: 0
orbital gap (spin up / spin down): 8.28 / 8.28 eV
LUMO (spin up / spin down): -0.352 / -0.352 eV
E_HOMO (spin up / spin down): -8.6 / -8.6 eV

---

ΔE to the lowest compared entry with this formula, charge and spin readings, ordered: 286.6 140.9 570.1 1122.3 842.1 24.6 323.0 147.0 515.0 481.9 kJ/mol